(1)
A 3-piece molecular cluster, C16H35IN3O11P3 overall in a non-equilibrium geometry. Source: the OMol25 dataset; level of theory: ωB97M-V/def2-TZVPD.

Values from the calculation:
- LUMO (eV) = -3.006
- structure (SMILES) = CCN[C@H](C#N)[C@@](C#N)(CP(=O)(O)O)[C@H](I)CC.COP(=O)(OC)OC.COP(=O)(OC)OC
- highest occupied orbital energy (hartree) = -0.3451
- largest force on an atom (eV/A) = 12.4

```
! wB97M-V def2-TZVPD RIJCOSX def2/J DEFGRID3
* xyz 0 1
C 2.205 4.202 -1.479
C 0.997 3.361 -0.735
N 1.318 2.912 0.673
C 1.787 1.475 0.743
C 0.627 0.497 1.379
N -0.049 -0.433 2.021
C 3.277 1.294 1.460
C 3.992 2.800 1.338
N 4.630 3.927 1.531
C 3.210 0.736 2.999
P 2.202 1.812 4.213
O 3.079 1.948 5.556
O 0.678 1.056 4.714
O 1.844 3.422 3.655
C 4.139 0.306 0.476
I 3.356 -1.778 0.421
C 5.731 0.171 0.843
C 6.523 0.026 -0.624
H 3.167 4.351 -0.829
H 2.501 3.660 -2.485
H 1.797 5.299 -1.710
H 0.083 4.124 -0.646
H 0.637 2.516 -1.459
H 0.433 2.954 1.239
H 1.924 1.119 -0.389
H 4.318 0.684 3.440
H 2.787 -0.364 3.087
H -0.051 1.271 4.060
H 0.861 3.500 3.402
H 4.087 0.670 -0.659
H 6.010 -0.772 1.494
H 6.204 1.100 1.375
H 5.797 -0.564 -1.361
H 6.609 1.117 -1.096
H 7.553 -0.525 -0.533
C -5.642 3.611 -3.272
O -4.489 3.256 -4.010
P -3.644 1.913 -3.322
O -2.350 2.734 -3.348
O -3.773 1.069 -4.733
C -3.870 1.741 -5.977
O -2.799 0.569 -2.633
C -2.437 0.738 -1.274
H -6.122 4.465 -3.755
H -6.340 2.771 -3.246
H -5.357 3.890 -2.254
H -3.239 2.634 -6.015
H -4.910 2.009 -6.164
H -3.549 1.057 -6.771
H -3.316 1.038 -0.692
H -1.651 1.484 -1.175
H -2.072 -0.221 -0.890
C -4.332 -4.238 1.403
O -3.593 -5.267 0.777
P -1.975 -5.386 1.378
O -1.453 -5.321 -0.062
O -2.212 -6.966 1.791
C -3.151 -7.767 1.095
O -0.357 -5.505 1.978
C 0.386 -4.302 1.905
H -5.337 -4.213 0.976
H -4.401 -4.428 2.477
H -3.846 -3.274 1.227
H -3.165 -7.552 0.023
H -4.143 -7.616 1.522
H -2.881 -8.821 1.233
H -0.185 -3.487 2.364
H 0.621 -4.056 0.871
H 1.319 -4.435 2.463
*
```

In elementary charge units, the Mulliken charges are: atom 1 (C): -0.9655, atom 2 (C): -0.2580, atom 3 (N): -0.1759, atom 4 (C): 0.2270, atom 5 (C): -0.3373, atom 6 (N): -0.5143, atom 7 (C): 1.2763, atom 8 (C): -0.2758, atom 9 (N): -0.5725, atom 10 (C): -0.4133, atom 11 (P): 0.7777, atom 12 (O): -0.6913, atom 13 (O): -0.4959, atom 14 (O): -0.4983, atom 15 (C): -1.5201, atom 16 (I): 0.1368, atom 17 (C): -0.2504, atom 18 (C): -0.9369, atom 19 (H): 0.2478, atom 20 (H): 0.2665, atom 21 (H): 0.2714, atom 22 (H): 0.3242, atom 23 (H): 0.1506, atom 24 (H): 0.3525, atom 25 (H): 0.3607, atom 26 (H): 0.4558, atom 27 (H): 0.3207, atom 28 (H): 0.3343, atom 29 (H): 0.3290, atom 30 (H): 0.6107, atom 31 (H): 0.3589, atom 32 (H): 0.3117, atom 33 (H): 0.2343, atom 34 (H): 0.2740, atom 35 (H): 0.3186, atom 36 (C): -0.8122, atom 37 (O): -0.2732, atom 38 (P): 0.9627, atom 39 (O): -0.6029, atom 40 (O): -0.3212, atom 41 (C): -0.5676, atom 42 (O): -0.2942, atom 43 (C): -0.6089, atom 44 (H): 0.2439, atom 45 (H): 0.3542, atom 46 (H): 0.3335, atom 47 (H): 0.3057, atom 48 (H): 0.2309, atom 49 (H): 0.2607, atom 50 (H): 0.3289, atom 51 (H): 0.1782, atom 52 (H): 0.2666, atom 53 (C): -0.7656, atom 54 (O): -0.2819, atom 55 (P): 1.0036, atom 56 (O): -0.6177, atom 57 (O): -0.3474, atom 58 (C): -0.5770, atom 59 (O): -0.3521, atom 60 (C): -0.6719, atom 61 (H): 0.2399, atom 62 (H): 0.3459, atom 63 (H): 0.3003, atom 64 (H): 0.3121, atom 65 (H): 0.2318, atom 66 (H): 0.2591, atom 67 (H): 0.3003, atom 68 (H): 0.3041, atom 69 (H): 0.2977

***

(2)
C16H35N3O6V as an isolated structure in a non-equilibrium geometry. Source: the OMol25 dataset; level of theory: ωB97M-V/def2-TZVPD.

Values from the calculation:
- LUMO (spin up / spin down) (eV) = -3.410 / -7.822
- expectation value of S² = 2.020
- highest occupied orbital energy (spin up / spin down) (hartree) = -0.3302 / -0.3932
- largest force on an atom (eV/A) = 3.6

```
! wB97M-V def2-TZVPD RIJCOSX def2/J DEFGRID3
* xyz 1 3
O -0.305 -1.939 -0.819
V -0.656 -1.047 0.464
O 0.551 -0.975 1.423
C -3.140 0.262 -2.544
O -2.102 0.935 -1.956
C -1.875 2.238 -2.511
C -0.858 2.959 -1.522
N 0.231 2.092 -1.025
C 1.192 1.913 -2.124
C 2.640 1.608 -1.690
O 2.990 2.775 -0.809
C 3.894 2.469 0.235
H -2.576 -0.232 -3.336
H -4.065 0.792 -2.771
H -3.413 -0.650 -2.012
H -2.785 2.838 -2.491
H -1.500 2.115 -3.527
H -1.389 3.261 -0.620
H -0.517 3.864 -2.025
H 0.765 2.719 -0.441
H 1.327 2.786 -2.763
H 0.881 1.189 -2.878
H 3.326 1.467 -2.525
H 2.535 0.758 -1.016
H 3.396 1.792 0.929
H 3.938 3.351 0.874
H 4.789 2.041 -0.216
C -1.279 -4.156 2.661
O -1.847 -2.904 2.789
C -2.505 -2.751 4.042
C -2.884 -1.196 4.326
N -3.230 -0.385 3.197
C -3.726 0.963 3.611
C -2.643 1.730 4.415
O -1.436 1.936 3.712
C -0.409 2.721 4.276
H -0.414 -4.309 3.306
H -0.787 -4.365 1.711
H -1.977 -4.978 2.823
H -1.743 -3.112 4.733
H -3.420 -3.340 4.112
H -2.092 -0.700 4.887
H -3.716 -1.296 5.022
H -4.070 -0.776 2.794
H -4.552 0.957 4.323
H -3.843 1.669 2.789
H -2.529 1.326 5.421
H -3.010 2.703 4.740
H -0.909 3.620 4.638
H 0.321 3.085 3.554
H -0.048 2.223 5.176
N 5.605 -2.868 -5.978
C 5.186 -3.835 -5.086
C 3.855 -3.680 -4.842
C 3.476 -2.537 -5.530
C 4.546 -2.076 -6.250
H 6.534 -2.755 -6.358
H 5.865 -4.598 -4.735
H 3.285 -4.329 -4.194
H 2.465 -2.157 -5.503
H 4.657 -1.211 -6.887
*
```

In elementary charge units, the Mulliken charges are: atom 1 (O): -0.9112, atom 2 (V): 1.5996, atom 3 (O): -0.7584, atom 4 (C): -0.9159, atom 5 (O): -0.1360, atom 6 (C): -0.6453, atom 7 (C): -0.8346, atom 8 (N): -0.0868, atom 9 (C): -0.8559, atom 10 (C): -0.6210, atom 11 (O): -0.3801, atom 12 (C): -0.6881, atom 13 (H): 0.3808, atom 14 (H): 0.3226, atom 15 (H): 0.2112, atom 16 (H): 0.4234, atom 17 (H): 0.3529, atom 18 (H): 0.4164, atom 19 (H): 0.4323, atom 20 (H): 0.2665, atom 21 (H): 0.4274, atom 22 (H): 0.3808, atom 23 (H): 0.3738, atom 24 (H): 0.3670, atom 25 (H): 0.2884, atom 26 (H): 0.2602, atom 27 (H): 0.2914, atom 28 (C): -0.9365, atom 29 (O): -0.1765, atom 30 (C): -0.7103, atom 31 (C): -0.6820, atom 32 (N): -0.0998, atom 33 (C): -0.6923, atom 34 (C): -0.8860, atom 35 (O): -0.1570, atom 36 (C): -0.8133, atom 37 (H): 0.3652, atom 38 (H): 0.2595, atom 39 (H): 0.3607, atom 40 (H): 0.3747, atom 41 (H): 0.3570, atom 42 (H): 0.3717, atom 43 (H): 0.3788, atom 44 (H): 0.2206, atom 45 (H): 0.3672, atom 46 (H): 0.3312, atom 47 (H): 0.4666, atom 48 (H): 0.4880, atom 49 (H): 0.3500, atom 50 (H): 0.1961, atom 51 (H): 0.3054, atom 52 (N): 0.0168, atom 53 (C): -0.1664, atom 54 (C): -0.2198, atom 55 (C): -0.2434, atom 56 (C): -0.3073, atom 57 (H): 0.2458, atom 58 (H): 0.4007, atom 59 (H): 0.4273, atom 60 (H): 0.4454, atom 61 (H): 0.4007

***

(3)
A 4-piece molecular cluster, C16H35N5O9P overall in a non-equilibrium geometry. Source: the OMol25 dataset; level of theory: ωB97M-V/def2-TZVPD.

Values from the calculation:
- LUMO (eV) = -4.331
- highest occupied orbital energy (hartree) = -0.4345
- largest force on an atom (eV/A) = 7.5

```
! wB97M-V def2-TZVPD RIJCOSX def2/J DEFGRID3
* xyz 1 1
N 2.635 3.956 -2.057
C 1.188 3.767 -1.599
C 0.548 2.391 -2.302
N 1.365 1.235 -1.691
N 2.565 0.795 -2.231
C 3.007 -0.299 -1.275
P 4.681 -1.143 -1.663
O 5.274 -1.784 -0.308
O 5.842 0.038 -2.251
O 4.427 -2.445 -2.791
N 2.021 -0.500 -0.130
C 0.946 0.526 -0.422
N -0.139 0.677 0.407
H 2.783 3.462 -2.980
H 3.242 3.405 -1.382
H 1.257 3.506 -0.442
H 0.513 4.711 -1.759
H 0.649 2.390 -3.472
H -0.594 2.258 -2.062
H 3.096 1.093 -3.080
H 5.584 0.977 -1.948
H 4.946 -3.225 -2.386
H -0.473 1.574 0.833
H -0.726 -0.192 0.573
O 4.722 3.917 0.089
C 4.530 4.655 1.054
O 4.602 4.165 2.311
C 4.583 4.974 3.505
C 3.159 5.283 3.926
C 4.123 6.085 0.853
H 5.191 5.875 3.379
H 5.068 4.381 4.287
H 2.631 5.861 3.164
H 3.149 5.850 4.861
H 2.593 4.356 4.068
H 3.045 6.131 0.682
H 4.646 6.474 -0.027
H 4.392 6.740 1.679
O -2.299 -0.908 -0.039
C -2.110 -1.750 -0.916
O -1.435 -1.425 -2.040
C -0.997 -2.374 -3.033
C -2.104 -2.664 -4.028
C -2.704 -3.123 -0.796
H -0.602 -3.279 -2.564
H -0.157 -1.906 -3.557
H -2.973 -3.118 -3.543
H -1.751 -3.342 -4.809
H -2.452 -1.737 -4.494
H -3.742 -3.096 -1.131
H -2.671 -3.424 0.257
H -2.159 -3.888 -1.346
O -6.930 -4.082 -0.079
C -6.372 -4.237 1.007
O -6.005 -5.472 1.414
C -5.185 -5.740 2.569
C -6.027 -5.799 3.829
C -6.175 -3.076 1.937
H -4.363 -5.021 2.643
H -4.724 -6.719 2.399
H -6.521 -4.844 4.028
H -5.409 -6.056 4.693
H -6.819 -6.548 3.724
H -7.094 -2.908 2.502
H -5.950 -2.187 1.338
H -5.339 -3.198 2.623
*
```

In elementary charge units, the Mulliken charges are: atom 1 (N): -0.5042, atom 2 (C): -0.1369, atom 3 (C): -0.9331, atom 4 (N): 0.6458, atom 5 (N): -0.2552, atom 6 (C): 0.2963, atom 7 (P): 0.9191, atom 8 (O): -0.6150, atom 9 (O): -0.4915, atom 10 (O): -0.5108, atom 11 (N): -0.4742, atom 12 (C): 0.1162, atom 13 (N): -0.1716, atom 14 (H): 0.2625, atom 15 (H): 0.2367, atom 16 (H): 0.1887, atom 17 (H): 0.3012, atom 18 (H): 0.3291, atom 19 (H): 0.2952, atom 20 (H): 0.3199, atom 21 (H): 0.3558, atom 22 (H): 0.3761, atom 23 (H): 0.2590, atom 24 (H): 0.2598, atom 25 (O): -0.6637, atom 26 (C): 0.7296, atom 27 (O): -0.3338, atom 28 (C): -0.3906, atom 29 (C): -0.9464, atom 30 (C): -0.9297, atom 31 (H): 0.3635, atom 32 (H): 0.3078, atom 33 (H): 0.2693, atom 34 (H): 0.3624, atom 35 (H): 0.2844, atom 36 (H): 0.2189, atom 37 (H): 0.3180, atom 38 (H): 0.3773, atom 39 (O): -0.7261, atom 40 (C): 0.7885, atom 41 (O): -0.3106, atom 42 (C): -0.3329, atom 43 (C): -1.0631, atom 44 (C): -1.0333, atom 45 (H): 0.3891, atom 46 (H): 0.2988, atom 47 (H): 0.2772, atom 48 (H): 0.3855, atom 49 (H): 0.3167, atom 50 (H): 0.3092, atom 51 (H): 0.2485, atom 52 (H): 0.4066, atom 53 (O): -0.5928, atom 54 (C): 0.7636, atom 55 (O): -0.3544, atom 56 (C): -0.2939, atom 57 (C): -0.9790, atom 58 (C): -0.9469, atom 59 (H): 0.2164, atom 60 (H): 0.3663, atom 61 (H): 0.2677, atom 62 (H): 0.3586, atom 63 (H): 0.2974, atom 64 (H): 0.2898, atom 65 (H): 0.2810, atom 66 (H): 0.3366

***

(4)
C16H35N7O7P2Y as an isolated structure in a non-equilibrium geometry. Source: the OMol25 dataset; level of theory: ωB97M-V/def2-TZVPD.

Values from the calculation:
- LUMO (eV) = -11.693
- highest occupied orbital energy (hartree) = -0.6690
- largest force on an atom (eV/A) = 2.8

```
! wB97M-V def2-TZVPD RIJCOSX def2/J DEFGRID3
* xyz 3 1
Y -0.115 0.857 -0.329
C 0.279 1.927 2.515
N -0.828 1.072 2.931
C -0.480 0.037 3.924
P -2.184 0.991 2.040
O -1.841 1.610 0.649
O -2.434 -0.579 1.733
P -1.624 -1.696 0.893
O -0.241 -1.012 0.664
N -1.499 -3.049 1.695
C -2.711 -3.847 2.032
C -0.241 -3.610 2.239
N -2.475 -1.846 -0.469
C -2.340 -3.060 -1.314
C -2.937 -0.664 -1.202
N -3.492 1.594 2.680
C -4.687 1.945 1.864
C -3.741 1.616 4.149
H 0.851 2.276 3.374
H -0.079 2.819 2.004
H 1.037 1.374 1.911
H -0.092 0.516 4.821
H 0.274 -0.640 3.515
H -1.362 -0.535 4.205
H -3.601 -3.390 1.603
H -2.813 -3.883 3.114
H -2.593 -4.850 1.627
H 0.607 -3.002 1.940
H -0.116 -4.618 1.848
H -0.309 -3.638 3.325
H -1.949 -3.885 -0.725
H -1.670 -2.865 -2.150
H -3.327 -3.332 -1.682
H -3.515 -0.006 -0.562
H -3.569 -0.985 -2.027
H -2.133 -0.079 -1.707
H -4.414 2.033 0.814
H -5.040 2.913 2.208
H -5.455 1.185 1.993
H -2.799 1.613 4.693
H -4.350 0.761 4.435
H -4.257 2.544 4.376
C 4.996 -0.338 -0.922
C 5.010 0.958 -1.717
C 3.780 1.184 -2.625
C 3.966 2.461 -3.516
C 2.812 2.887 -4.408
C 3.629 -0.065 -3.554
O 4.516 -0.427 -4.241
N 2.415 -0.883 -3.488
C 1.284 -0.483 -2.922
O 0.365 -1.060 -2.396
N 1.306 1.020 -2.732
C 2.542 1.316 -1.840
O 2.254 1.394 -0.675
H 5.900 -0.414 -0.320
H 4.992 -1.216 -1.571
H 4.156 -0.409 -0.226
H 5.871 0.984 -2.386
H 5.099 1.833 -1.070
H 4.841 2.205 -4.116
H 4.269 3.261 -2.839
H 2.433 2.072 -5.030
H 3.169 3.653 -5.095
H 1.982 3.338 -3.859
H 2.510 -1.856 -3.772
O 0.045 2.485 -1.794
N 0.125 1.486 -2.533
*
```

In elementary charge units, the Mulliken charges are: atom 1 (Y): 1.0206, atom 2 (C): -1.1018, atom 3 (N): 0.3252, atom 4 (C): -0.9919, atom 5 (P): 0.6075, atom 6 (O): -0.9093, atom 7 (O): -0.1293, atom 8 (P): -0.0083, atom 9 (O): -0.5703, atom 10 (N): 0.4884, atom 11 (C): -1.0552, atom 12 (C): -0.8696, atom 13 (N): 0.3458, atom 14 (C): -1.0097, atom 15 (C): -0.9100, atom 16 (N): 0.3206, atom 17 (C): -0.9464, atom 18 (C): -0.9408, atom 19 (H): 0.4739, atom 20 (H): 0.3408, atom 21 (H): 0.3573, atom 22 (H): 0.4371, atom 23 (H): 0.3333, atom 24 (H): 0.3630, atom 25 (H): 0.3029, atom 26 (H): 0.3744, atom 27 (H): 0.4123, atom 28 (H): 0.2559, atom 29 (H): 0.3339, atom 30 (H): 0.3151, atom 31 (H): 0.3659, atom 32 (H): 0.2945, atom 33 (H): 0.3768, atom 34 (H): 0.1824, atom 35 (H): 0.5005, atom 36 (H): 0.4376, atom 37 (H): 0.2932, atom 38 (H): 0.3720, atom 39 (H): 0.3344, atom 40 (H): 0.2943, atom 41 (H): 0.3290, atom 42 (H): 0.3381, atom 43 (C): -1.1762, atom 44 (C): -0.8824, atom 45 (C): 2.0966, atom 46 (C): -1.0165, atom 47 (C): -1.1447, atom 48 (C): -0.4888, atom 49 (O): -0.3708, atom 50 (N): 0.0911, atom 51 (C): 0.2796, atom 52 (O): -0.3864, atom 53 (N): 0.8473, atom 54 (C): -0.0325, atom 55 (O): -0.4711, atom 56 (H): 0.4621, atom 57 (H): 0.3488, atom 58 (H): 0.2377, atom 59 (H): 0.4421, atom 60 (H): 0.4971, atom 61 (H): 0.4790, atom 62 (H): 0.4803, atom 63 (H): 0.3022, atom 64 (H): 0.4769, atom 65 (H): 0.2736, atom 66 (H): 0.3621, atom 67 (O): -0.4599, atom 68 (N): -0.3316